{"formula": "C26H27N5O5", "method": "wB97M-V/def2-TZVPD", "homo_energy_ha": -0.2903, "e_lumo_ev": -0.91, "gap_ha": 0.257, "elements": ["C", "C", "O", "C", "C", "H", "H", "C", "N", "C", "N", "C", "N", "C", "C", "C", "C", "C", "H", "H", "H", "H", "H", "H", "C", "O", "C", "C", "C", "C", "N", "H", "C", "O", "N", "C", "C", "C", "C", "C", "C", "C", "H", "O", "C", "O", "H", "H", "H", "H", "H", "H", "H", "H", "H", "H", "H", "H", "H", "H", "H", "H", "H"], "xyz": [[-3.0596, -4.0564, 1.4758], [-1.4469, -4.0488, 1.1531], [-1.0641, -3.5461, -0.1672], [-1.4205, -2.3141, -0.4598], [-0.7256, -2.1100, -1.8828], [0.2693, -2.0502, -1.4968], [-1.0786, -2.8263, -2.3025], [-1.2027, -0.5481, -2.3979], [-0.9537, 0.5400, -1.4410], [-1.8863, 0.9229, -0.5862], [-3.1908, 0.6062, -0.7371], [-4.2492, 0.9083, -0.1304], [-4.0136, 1.6160, 0.8117], [-5.0856, 2.2740, 1.7058], [-6.3345, 1.6007, 1.3725], [-6.5526, 0.5721, 0.6565], [-5.3864, 0.0375, -0.1749], [-5.5664, -0.9170, -1.1880], [-6.4457, -1.1183, -1.4115], [-4.9010, -1.6479, -0.9064], [-5.2543, -0.4760, -2.3225], [-7.5693, 0.2447, 0.5471], [-7.1659, 2.0506, 2.1557], [-4.9543, 3.0185, 2.5558], [-2.7822, 2.6353, 0.9291], [-2.6533, 3.3561, 2.0045], [-1.6956, 1.8049, 0.3524], [-0.3684, 2.6940, 0.4409], [0.5436, 2.0539, -0.1844], [0.4437, 0.9850, -1.1894], [1.3857, 0.7064, -2.0257], [1.1474, -0.1824, -2.7464], [1.9833, 2.7862, -0.0338], [2.0643, 3.4354, 0.8208], [2.9077, 2.3283, -0.8883], [4.3340, 3.0691, -0.6861], [5.2615, 1.7599, -0.5121], [6.4619, 1.6355, -0.6985], [7.3381, 0.6456, -0.6061], [6.8462, -0.1421, 0.4564], [5.8036, -0.2188, 1.1525], [4.7072, 0.9319, 0.9021], [3.7980, 0.9177, 1.1898], [5.5359, -1.2780, 1.9526], [6.6719, -1.8274, 1.7974], [7.7867, -1.4123, 0.8726], [6.6236, -3.0448, 1.6604], [7.4114, -2.0049, 2.8886], [8.3394, 0.5927, -1.2114], [6.6147, 2.3814, -1.6872], [4.6599, 3.3928, -1.6958], [4.2845, 3.6633, 0.0209], [2.9204, 1.7019, -1.6469], [-0.1621, 3.2327, 1.2936], [-0.5644, -0.4299, -3.1099], [-2.2166, -0.4703, -2.2314], [-2.5764, -2.1631, -0.6269], [-1.1981, -1.6388, 0.4453], [-1.1702, -4.9541, 1.2778], [-0.9710, -3.4047, 2.1973], [-3.2579, -4.5945, 2.2621], [-3.5514, -4.6352, 0.6972], [-3.4689, -3.0410, 1.3374]]}